Formula: C4H9N2S
Source: the OMol25 dataset
Level of theory: the ωB97M-V functional and the def2-TZVPD basis

For the frontier orbital gap (spin up / spin down), the calculation gives 6.2 / 8.2 eV. As for the maximum force: 5.0 eV/Å. As for the total charge: +1. As for the spin multiplicity: 3. For the electronic energy, the calculation gives -665.04329 Eh.

Geometry as XYZ:
```
16
Properties=species:S:1:pos:R:3:forces:R:3
S -0.12452 1.39601 -1.88323 0.37 1.59 -0.74
C -0.20215 -1.17161 -0.75180 -0.71 1.34 -4.80
H -2.08650 -0.30276 -1.46246 -0.03 0.88 0.47
N -0.94591 1.30005 -0.35503 1.41 0.33 -0.83
C -1.12982 0.05996 -1.07199 -0.12 -3.53 0.70
H 1.07621 -1.81694 0.64819 0.09 -0.62 1.00
C 1.03468 0.25114 0.76982 -0.30 2.72 -1.73
H 0.39653 2.23453 1.10460 -1.14 -1.11 -0.62
H 1.53460 0.37360 1.68232 1.08 -0.61 1.22
H 0.60197 -1.14895 -1.58799 -0.57 -0.06 1.43
C -0.10902 1.23878 0.84942 0.33 2.45 -0.65
H -0.87794 1.05571 1.54955 -0.32 -0.58 1.81
H -0.82160 -2.07531 -1.05366 1.05 0.61 1.63
H -0.43665 -0.97736 1.09392 0.72 -1.26 1.28
N 0.44545 -1.03722 0.56520 -1.73 -1.22 -0.94
H 1.64465 0.62037 -0.09686 -0.14 -0.93 0.77
```
Positions in Å, forces in eV/Å.

***

Formula: C17H24N6NiO11P
Source: the OMol25 dataset
Level of theory: the ωB97M-V functional and the def2-TZVPD basis

For the frontier orbital gap (spin up / spin down), the calculation gives 7.9 / 7.9 eV. As for the maximum force: 0.6 eV/Å. As for the total charge: -1. As for the spin multiplicity: 3. For the electronic energy, the calculation gives -3668.23350 Eh.

Geometry as XYZ:
```
60
Properties=species:S:1:pos:R:3:forces:R:3
N 1.33944 0.02188 5.76571 0.00 -0.02 0.00
C 1.01420 0.25500 4.45917 -0.02 0.17 -0.04
C -1.77425 4.38643 -1.10429 0.12 -0.06 -0.03
C 0.33336 -0.70783 2.50110 -0.03 -0.14 0.03
N 0.60383 -0.78714 3.77753 0.02 -0.15 -0.01
H 2.35518 3.13414 -2.58050 0.00 0.00 0.01
C 1.97732 -3.00274 -3.16741 0.03 -0.02 0.00
H 2.96170 1.63356 -1.85394 0.01 0.00 0.01
O -0.84334 4.23062 0.00444 -0.16 0.03 0.04
O 2.01650 -0.30558 -0.74826 0.08 0.13 0.05
H 1.95373 0.67072 6.22479 0.00 0.01 0.00
H -3.87240 4.11143 -1.47402 0.00 -0.01 0.01
H -2.15327 6.39861 -0.43095 0.00 0.00 -0.01
N 1.12095 1.50570 4.01042 -0.08 -0.11 -0.10
H 3.08778 1.43170 0.69432 0.01 -0.03 -0.01
O 5.88136 -0.68445 -1.39661 -0.12 0.23 -0.06
H 3.96606 3.09614 -1.83203 -0.01 0.00 -0.01
C -1.26526 3.66787 -2.34771 0.01 -0.02 0.00
C 2.38161 -1.25073 -1.51812 -0.08 -0.07 -0.11
C 2.22683 4.62449 -0.30484 0.03 0.02 0.00
H 1.36647 2.23395 4.65720 -0.02 0.03 -0.02
N 0.08812 -0.79073 1.37274 0.03 0.40 0.15
O 0.24033 3.10523 1.93467 0.02 -0.04 0.15
H 1.47602 -0.94946 5.98864 0.01 0.00 0.01
C -1.80836 5.88922 -1.33167 -0.03 0.03 -0.02
C 4.25298 -2.49825 -2.55937 0.03 0.02 0.02
H -2.01061 3.74394 -3.14128 0.01 0.05 -0.01
O -0.52322 -0.82493 -1.74867 -0.34 0.09 -0.02
H 2.73560 2.87226 1.68431 -0.01 -0.02 -0.01
H 1.26677 -3.57871 -3.74232 0.00 0.00 0.00
H -3.46126 4.35586 0.23446 0.00 0.01 -0.01
C 2.34083 3.11205 -0.42336 -0.11 -0.07 0.02
C -3.14716 3.87383 -0.69314 0.01 -0.01 0.05
H -0.81093 6.25661 -1.57693 -0.01 0.00 0.00
H -0.33392 4.11431 -2.70113 0.01 -0.02 0.02
O 3.02138 -4.86810 -4.87061 0.01 -0.07 0.08
H -2.48453 6.12938 -2.15415 0.01 0.00 0.00
H 0.72335 1.83293 3.11599 0.06 0.11 0.02
H -3.12879 2.79716 -0.53823 0.02 -0.01 -0.01
Ni 0.18558 0.27633 -0.36418 0.31 -0.53 -0.19
O 5.04479 -4.39544 -4.31297 -0.02 -0.07 0.08
O 1.00493 2.50627 -0.43934 0.09 0.14 0.02
C 2.94454 2.71846 -1.76094 0.02 -0.02 0.00
N 4.78697 -0.86775 -0.87930 0.21 -0.59 0.17
C 3.13136 2.51944 0.73218 0.02 0.02 0.01
C 1.48514 -2.03958 -2.31850 0.03 0.01 0.05
H 3.23422 5.04592 -0.30290 -0.01 0.02 -0.01
H 4.17819 2.81911 0.64752 0.00 0.01 0.02
O -0.69876 -2.69310 -2.92697 0.02 0.03 -0.01
H 5.31453 -2.66318 -2.65771 -0.01 0.00 0.00
C -0.03026 -1.86213 -2.32843 0.04 0.04 0.01
O -1.14136 1.69521 0.24106 0.02 -0.02 0.01
C 3.34517 -3.22665 -3.29778 -0.01 -0.13 0.01
C 3.77355 -1.56076 -1.67499 -0.04 0.17 -0.04
H 1.67468 5.04421 -1.14740 0.00 -0.01 0.00
H -1.09423 2.61098 -2.15138 -0.05 -0.01 0.00
N 3.83551 -4.24170 -4.21411 -0.02 0.24 -0.19
O 4.54427 -0.61508 0.28401 -0.10 0.22 -0.04
P -0.23483 2.86566 0.54904 -0.02 0.04 -0.09
H 1.72737 4.91466 0.61948 0.01 -0.02 0.01
```
Positions in Å, forces in eV/Å.